No. 1
A structure of composition C31H66As2BBrCoF2GeNOSeSi. Source: the Open Molecules 2025 dataset; level of theory: ωB97M-V/def2-TZVPD.

<S²> = 0.84
total charge = +1
energy relative to the best compared isomer or geometry (same formula, charge and spin) = 0.627 eV
highest occupied orbital energy (spin up / spin down) = -9.89 / -10.94 eV
HOMO-LUMO gap (spin up / spin down) = 7.72 / 9.19 eV
multiplicity = 2

```
109
C31H66As2BBrCoF2GeNOSeSi | the Open Molecules 2025 dataset | ωB97M-V/def2-TZVPD
Co 0.33336 0.72466 1.35523
C -0.26988 0.94419 5.58487
As 0.76089 1.13541 3.94771
C 1.59282 2.86196 4.32589
C 2.30404 0.01445 4.34544
C 2.60227 -0.36512 5.65312
C 3.75918 -1.07489 5.93777
C 4.63920 -1.40231 4.91473
C 4.34737 -1.02966 3.61100
C 3.17612 -0.33397 3.31308
As 2.79124 0.23694 1.48781
C 4.27079 1.46330 1.23663
C 3.41895 -1.26336 0.43593
H 0.25945 1.40018 6.42010
H -0.45111 -0.10916 5.79481
H -1.22449 1.44981 5.45742
H 2.12513 2.81909 5.27537
H 0.83079 3.64029 4.36040
H 2.29617 3.10607 3.52859
H 1.93694 -0.10394 6.46599
H 3.97897 -1.35914 6.95879
H 5.55271 -1.94049 5.13104
H 5.05102 -1.28117 2.82627
H 5.20283 0.95799 1.48235
H 4.14015 2.32936 1.88219
H 4.28722 1.79925 0.20222
H 4.18066 -1.82792 0.96932
H 3.84579 -0.86782 -0.48255
H 2.58098 -1.91036 0.19096
C -1.53852 -1.61302 -4.09648
C -0.01829 -1.38771 -4.11889
C 0.61762 -2.63945 -3.48699
C 0.44849 -1.30286 -5.58621
Si 0.43048 0.23465 -3.22891
Br 0.01932 -0.32364 -0.99553
C 2.26590 0.68821 -3.29645
C 2.56470 1.43311 -4.61282
C 3.13781 -0.57478 -3.25672
C 2.68691 1.56315 -2.11136
C -0.76084 1.68253 -3.53030
C -0.20753 2.99054 -2.94377
C -2.13600 1.47743 -2.88661
C -0.95251 1.86250 -5.05033
H -1.75406 -2.58150 -4.56255
H -2.08279 -0.85538 -4.66022
H -1.93833 -1.64040 -3.07900
H 0.21224 -3.52006 -4.00073
H 0.37848 -2.73804 -2.42460
H 1.69870 -2.66988 -3.59819
H 0.15150 -2.22132 -6.10636
H 1.53471 -1.22147 -5.66991
H 0.00479 -0.46443 -6.12577
H 2.29658 0.84689 -5.49551
H 3.64110 1.63291 -4.66838
H 2.05346 2.39420 -4.68014
H 3.06264 -1.16013 -4.17371
H 2.88534 -1.22357 -2.41561
H 4.18685 -0.27268 -3.14800
H 2.15357 2.50842 -2.05195
H 3.75556 1.79570 -2.21319
H 2.54436 1.04729 -1.16324
H -0.04210 2.91386 -1.86422
H -0.94880 3.78178 -3.10585
H 0.71975 3.31494 -3.41389
H -2.06938 1.47494 -1.79806
H -2.63018 0.56031 -3.19760
H -2.77877 2.31664 -3.17885
H -0.00752 1.99161 -5.58491
H -1.55193 2.76321 -5.22588
H -1.48513 1.02593 -5.50376
F 1.82341 3.09158 0.51410
B 0.70181 2.66546 1.11084
F 0.02469 3.65345 1.70552
C -1.12530 -4.50233 2.72116
N -0.27415 -3.43103 2.19874
C 0.87314 -3.74484 1.34621
C -0.50832 -2.14489 2.47265
C -1.68749 -1.80613 3.33764
O 0.26655 -1.26843 2.04824
H -0.72739 -5.45399 2.38557
H -2.14908 -4.41603 2.35770
H -1.13961 -4.51001 3.80984
H 0.92825 -4.82146 1.21355
H 1.79580 -3.38935 1.80209
H 0.76556 -3.26604 0.37271
H -2.61513 -2.08655 2.84059
H -1.68687 -0.73475 3.52126
H -1.65233 -2.34712 4.28612
C -5.04524 2.02281 -1.02275
Ge -4.91150 0.25671 -0.22838
C -6.66150 -0.33179 0.37334
C -4.11886 -1.06692 -1.41864
C -3.76663 0.32233 1.37719
Se -2.21207 1.48833 1.20444
C -2.43020 2.40161 2.90798
H -5.50438 1.95171 -2.01190
H -4.07004 2.49603 -1.11967
H -5.67906 2.65703 -0.39795
H -7.34094 -0.41750 -0.47654
H -7.08504 0.38462 1.07969
H -6.59826 -1.30730 0.85872
H -4.40517 -0.88075 -2.45604
H -4.46024 -2.06630 -1.14143
H -3.02697 -1.03682 -1.35118
H -3.42905 -0.67965 1.61776
H -4.33211 0.70239 2.22814
H -3.35295 2.97596 2.88506
H -1.58642 3.06877 3.03799
H -2.46471 1.66717 3.70854
```

Atom charges from the Löwdin analysis, given in e for atoms 1 to 5: -0.2470 -0.2801 1.1911 -0.2503 -0.3907

No. 2
A cluster of 3 separate species, C31H68NO13 in total. Source: the Open Molecules 2025 dataset; level of theory: ωB97M-V/def2-TZVPD.

total charge = +1
highest occupied orbital energy = -10.54 eV
HOMO-LUMO gap = 8.39 eV

```
113
C31H68NO13 | the Open Molecules 2025 dataset | ωB97M-V/def2-TZVPD
C 4.57690 -1.63026 7.72367
C 3.61668 -1.01838 6.69826
C 4.11930 -1.21444 5.25111
C 3.06249 -1.48083 4.16896
N 2.64446 -0.29885 3.28804
C 3.67541 -0.12733 2.20153
C 3.31486 0.86659 1.09363
O 4.36597 0.82470 0.13859
C 5.34090 1.74040 0.24751
O 6.17681 1.83187 -0.52310
C 2.51885 0.97625 4.06864
O 1.59921 0.69933 5.05783
C 0.89931 1.83110 5.60876
C -0.30144 2.19424 4.74923
O -1.23638 1.14850 4.85466
C -2.57994 1.50886 4.52899
C -3.40482 0.23506 4.45004
C 1.28185 -0.59561 2.68256
O 1.48229 -1.65702 1.81982
C 0.33918 -2.48889 1.57010
C -0.62692 -1.87065 0.55474
O -1.91853 -1.86363 1.11562
C -2.90553 -1.36788 0.20879
C -4.29725 -1.74094 0.71938
O -5.05631 -0.56245 0.87912
C -6.36355 -0.81010 1.38131
C -7.19241 0.45284 1.23668
H 5.57396 -1.17840 7.66841
H 4.67960 -2.71116 7.56196
H 4.20282 -1.48182 8.74334
H 2.62101 -1.47314 6.80078
H 3.47997 0.04760 6.91834
H 4.77493 -0.38396 4.95918
H 4.77309 -2.09770 5.23491
H 2.13937 -1.87816 4.60401
H 3.43738 -2.22178 3.45880
H 4.60816 0.17344 2.69675
H 3.83153 -1.10899 1.75103
H 3.16004 1.89216 1.45283
H 2.41363 0.55093 0.55841
H 5.20894 2.41727 1.10914
H 2.18398 1.75627 3.36916
H 3.51300 1.24065 4.45788
H 0.56092 1.49217 6.59107
H 1.58229 2.68265 5.73653
H 0.00853 2.32129 3.69328
H -0.71532 3.16029 5.07955
H -2.59321 2.05242 3.57023
H -2.96856 2.18471 5.30642
H -4.34105 0.42607 3.91173
H -3.65469 -0.13958 5.44911
H -2.84824 -0.54249 3.91778
H 0.95863 0.32717 2.17666
H 0.58821 -0.81412 3.50511
H 0.74651 -3.43898 1.21254
H -0.20309 -2.67153 2.50719
H -0.29822 -0.84325 0.30852
H -0.61948 -2.44428 -0.38410
H -2.84407 -0.27238 0.14169
H -2.71612 -1.78879 -0.78846
H -4.18793 -2.27749 1.67523
H -4.80908 -2.41394 0.01410
H -6.29004 -1.11271 2.43928
H -6.82288 -1.64326 0.82677
H -8.21001 0.27627 1.60360
H -6.75371 1.27626 1.81231
H -7.25110 0.75334 0.18540
C 4.27372 5.46930 -3.33071
O 3.52339 4.28305 -3.46492
C 3.92318 3.22985 -2.61405
C 2.74996 2.44553 -2.07230
O 1.99628 3.11072 -1.06778
C 1.08606 4.12007 -1.47892
C -0.20626 3.59510 -2.06033
O -0.00950 3.01154 -3.33066
C -0.74000 1.82689 -3.55675
H 5.25108 5.38907 -3.81792
H 3.70915 6.26774 -3.80914
H 4.42723 5.72745 -2.27710
H 4.52630 3.60851 -1.78117
H 4.54921 2.52470 -3.17695
H 3.17733 1.58168 -1.55926
H 2.12056 2.07581 -2.88416
H 1.55678 4.83001 -2.16186
H 0.82523 4.65077 -0.55942
H -0.89980 4.44227 -2.14685
H -0.64851 2.86945 -1.36679
H -0.68186 1.14958 -2.69715
H -0.29749 1.33197 -4.41994
H -1.79237 2.03514 -3.77455
C -4.29896 -5.16477 -6.74798
O -3.60121 -4.00567 -7.13960
C -4.27173 -2.79252 -6.86476
C -3.31891 -1.69575 -6.44852
O -2.75095 -1.85225 -5.15772
C -1.76808 -2.85199 -4.96197
C -0.42038 -2.57061 -5.58953
O -0.46200 -2.66383 -6.99808
C 0.27133 -1.67188 -7.67896
H -5.11053 -5.40655 -7.44299
H -3.58676 -5.98863 -6.74489
H -4.71995 -5.05771 -5.74202
H -5.02286 -2.93706 -6.07932
H -4.79238 -2.44755 -7.76846
H -3.91754 -0.78481 -6.36925
H -2.55671 -1.53189 -7.21204
H -2.12920 -3.83669 -5.26772
H -1.61272 -2.87298 -3.87946
H 0.29243 -3.31344 -5.20510
H -0.07113 -1.57846 -5.27771
H 0.07619 -0.67568 -7.26611
H -0.04825 -1.68822 -8.71950
H 1.34959 -1.86278 -7.64054
```

Atom charges from the Löwdin analysis, given in e for atoms 1 to 5: -0.1042 -0.2535 -0.1662 -0.0699 -0.1599

No. 3
A structure of composition C31H73BBrCl2NbO10PS. Source: the Open Molecules 2025 dataset; level of theory: ωB97M-V/def2-TZVPD.

total charge = -1
highest occupied orbital energy = -4.70 eV
HOMO-LUMO gap = 5.49 eV

```
121
C31H73BBrCl2NbO10PS | the Open Molecules 2025 dataset | ωB97M-V/def2-TZVPD
C 9.76032 0.21940 0.91833
C 9.92243 1.32362 -0.08112
C 8.68565 2.22403 -0.67631
O 8.11793 3.16963 0.11821
O 8.09499 2.08630 -2.03483
C 6.79232 1.36825 -1.94782
C 5.71801 2.03313 -3.03293
C 4.27496 2.21066 -2.27590
C 3.00081 1.52202 -3.11267
C 1.74127 2.60273 -2.90351
C 0.26822 1.94247 -3.17664
Nb -1.13421 1.88749 -1.38624
Br 0.70300 0.55854 -0.00954
P -0.40500 4.16115 -0.49830
S 1.05290 3.85305 0.81300
B -2.08437 -0.06490 -2.22478
O -3.56763 -0.24705 -2.03861
O -1.32814 -1.10542 -2.94753
C -1.23266 -2.33900 -2.14946
C -2.57673 1.70331 0.38919
Cl -2.15828 0.40337 1.66429
C -3.81229 2.51122 0.59211
C -4.26294 3.65956 -0.52371
Cl -4.81581 2.13832 2.14062
H 10.18949 -0.85675 0.65983
H 9.23650 0.35905 1.97156
H 11.00799 1.56402 -0.50181
H 6.39718 1.38918 -0.84061
H 6.98732 0.26939 -2.33800
H 5.57993 1.39205 -4.00295
H 6.12273 3.11322 -3.31485
H 4.09084 3.38656 -2.18477
H 4.28084 1.80885 -1.17236
H 3.30727 1.39541 -4.23537
H 2.71776 0.49879 -2.57696
H 1.90753 3.41443 -3.76275
H 1.90098 3.05612 -1.83719
H -0.32203 2.41132 -4.08564
H 0.46497 0.80612 -3.48527
H -2.38564 2.78011 -2.40734
H -1.50835 4.68328 0.29968
H 0.08351 5.08841 -1.48638
H -3.76505 -1.18591 -1.73620
H -0.73091 -3.17859 -2.81648
H -2.26350 -2.77202 -1.79702
H -0.53483 -2.08316 -1.21981
H -3.50660 4.57199 -0.56319
H -5.33255 4.09951 -0.26011
H -4.37369 3.12272 -1.57723
C 1.44153 -5.44826 -2.59084
C 2.63357 -4.50459 -2.58993
C 3.81273 -5.10209 -1.83882
O 2.25992 -3.27238 -1.97896
H 1.09958 -5.64884 -1.56929
H 0.59636 -4.99999 -3.12428
H 1.69213 -6.40038 -3.06866
H 2.92836 -4.28286 -3.62130
H 3.55497 -5.29040 -0.79054
H 4.65914 -4.40693 -1.83564
H 4.13452 -6.04383 -2.29404
H 1.99663 -3.45953 -1.06261
C 1.05674 1.49784 5.07497
C 1.35600 0.01302 5.20622
C 2.19752 -0.48755 4.04309
O 0.13072 -0.71362 5.24970
H 0.49001 1.70413 4.16010
H 0.44009 1.84153 5.91249
H 1.97928 2.08620 5.05461
H 1.88192 -0.17463 6.14855
H 1.67128 -0.35175 3.09155
H 2.39467 -1.56019 4.14433
H 3.15430 0.04120 3.99172
H -0.34310 -0.55298 4.41678
C -9.79074 2.07923 0.77703
C -9.39090 0.61473 0.69441
C -8.69531 0.15761 1.96673
O -8.51708 0.42568 -0.41551
H -8.91066 2.71917 0.90615
H -10.27916 2.39761 -0.15028
H -10.47596 2.25487 1.61205
H -10.28024 -0.00041 0.51983
H -7.77632 0.72934 2.13810
H -8.40217 -0.89480 1.88821
H -9.34763 0.27557 2.83748
H -7.72440 0.96816 -0.26913
C -7.53095 -3.50151 4.44502
C -7.04392 -2.10352 4.79127
C -6.16902 -2.11367 6.03467
O -8.16645 -1.25322 5.01066
H -8.13717 -3.91782 5.25737
H -8.16943 -3.47713 3.55531
H -6.69075 -4.17645 4.25486
H -6.47999 -1.69072 3.94784
H -6.72689 -2.48072 6.90349
H -5.83594 -1.09929 6.27914
H -5.28794 -2.74696 5.89227
H -8.67313 -1.61205 5.75804
C -6.54732 -6.19120 0.71527
C -5.82582 -4.86678 0.90715
C -6.55485 -3.73189 0.20564
O -4.50260 -4.97031 0.38792
H -6.60324 -6.45692 -0.34633
H -6.00474 -7.00086 1.21513
H -7.56367 -6.14917 1.11890
H -5.74182 -4.64486 1.97649
H -6.61105 -3.91030 -0.87409
H -6.01770 -2.78712 0.34179
H -7.57144 -3.61603 0.59394
H -4.56732 -5.16722 -0.56134
C 10.46905 3.72124 -4.13158
C 10.95608 5.11923 -3.78533
C 11.83098 5.10909 -2.54193
O 9.83355 5.96953 -3.56594
H 9.86283 3.30493 -3.31923
H 9.83057 3.74563 -5.02129
H 11.30925 3.04631 -4.32174
H 11.52001 5.53203 -4.62876
H 11.27311 4.74203 -1.67311
H 12.16406 6.12347 -2.29746
H 12.71206 4.47580 -2.68433
H 9.32687 5.61070 -2.81856
```

Atom charges from the Löwdin analysis, given in e for atoms 1 to 5: -0.0103 -0.0589 -0.2520 -0.0315 -0.1543

No. 4
A cluster of 4 separate species, C31H73BrFN6O6PS2 in total. Source: the Open Molecules 2025 dataset; level of theory: ωB97M-V/def2-TZVPD.

energy relative to the best compared isomer or geometry (same formula, charge and spin) = 0.000 eV
highest occupied orbital energy = -7.39 eV
HOMO-LUMO gap = 7.70 eV

```
121
C31H73BrFN6O6PS2 | the Open Molecules 2025 dataset | ωB97M-V/def2-TZVPD
C 4.44039 -3.16487 2.60321
C 2.97302 -3.61297 2.39742
N 2.21149 -2.45574 2.02353
C 0.96375 -2.58532 1.29540
S 0.08697 -4.06960 2.00398
C 1.27340 -3.10452 -0.14752
C 2.41075 -2.36549 -0.85836
C 3.61286 -3.25995 -1.22142
C 4.69189 -2.37250 -1.84891
O 5.83154 -2.30216 -0.97563
O 0.23835 -1.42211 1.06354
C -0.60532 -0.65594 1.90187
C -1.97254 -0.54352 1.10851
C -2.48756 -1.77719 0.38209
O -1.87234 -2.68829 -0.05078
N -3.93217 -1.71976 0.06451
C -4.78175 -1.92303 1.22165
C -4.26920 -0.49486 -0.63743
P -1.02541 -1.30281 3.63339
C -1.54638 0.00695 4.80917
C -2.42326 -2.49474 3.65582
C -0.02704 0.84373 1.97026
S -1.44046 2.08133 2.18700
C 0.65435 1.26350 0.63827
C 2.15430 1.04188 0.52771
F 0.03860 0.75457 -0.50669
N 0.77858 1.20796 3.12742
Br 2.11261 0.12615 3.79632
C 1.16044 2.62161 3.30952
C 0.55359 3.26194 4.55844
H 4.75972 -2.62908 1.71198
H 4.52603 -2.54120 3.48272
H 5.04662 -4.06097 2.68749
H 3.01352 -4.42629 1.66956
H 2.68385 -4.04274 3.34989
H 2.76917 -1.66645 1.74339
H 0.23410 -3.81154 3.32156
H 1.48679 -4.16575 -0.12335
H 0.38726 -3.01600 -0.76384
H 2.03650 -1.99901 -1.81058
H 2.80519 -1.49530 -0.33873
H 3.99923 -3.76208 -0.34362
H 3.27314 -3.93986 -1.99764
H 4.31170 -1.36011 -1.96781
H 4.97367 -2.72215 -2.84007
H 6.08524 -1.37199 -0.94004
H -1.90836 0.18891 0.31690
H -2.74008 -0.28080 1.81950
H -5.80304 -2.02688 0.85921
H -4.55699 -2.83970 1.74337
H -4.80086 -1.06575 1.90867
H -3.54219 -0.33949 -1.43110
H -5.24865 -0.56533 -1.09604
H -4.25526 0.41022 -0.01002
H -0.70343 0.58363 5.16024
H -2.33534 0.65830 4.44108
H -1.97495 -0.51342 5.66204
H -2.31784 -3.05765 4.57592
H -2.47420 -3.16096 2.80930
H -3.36285 -1.95139 3.76013
H -1.88208 2.18246 0.92054
H 0.52778 2.33591 0.55183
H 2.52923 0.16082 1.02998
H 2.43222 0.95975 -0.51696
H 2.66924 1.91736 0.90991
H 1.02944 3.27660 2.45634
H 2.22710 2.63489 3.50468
H -0.51340 3.08917 4.61902
H 1.06835 2.89788 5.43908
H 0.74466 4.33053 4.50903
C 1.13774 -2.95419 6.40203
O 0.38182 -4.08881 6.00655
C 1.12992 -5.27472 5.80763
C 1.40905 -6.07698 7.08784
C 2.52212 -5.48630 7.94697
N 0.20657 -6.23431 7.91173
H 2.12628 -2.93874 5.93320
H 1.23349 -2.91893 7.49044
H 0.59303 -2.06613 6.08210
H 0.51610 -5.89642 5.14849
H 2.05714 -5.05807 5.26322
H 1.73518 -7.07340 6.77484
H 2.19971 -4.59328 8.48201
H 2.84214 -6.21049 8.69635
H 3.39203 -5.22693 7.33961
H -0.50600 -6.71521 7.36897
H -0.18485 -5.30712 8.05999
C -1.04320 5.07960 -3.93502
O -1.08712 3.98637 -3.03245
C -1.34124 2.73127 -3.63524
C -0.10020 2.03719 -4.21785
C 0.35194 2.61714 -5.55426
N 1.02618 2.05923 -3.28151
H -1.75014 4.95930 -4.75551
H -0.03508 5.21483 -4.33171
H -1.30467 5.98078 -3.37715
H -1.73250 2.09923 -2.83185
H -2.13827 2.81947 -4.38571
H -0.37195 0.99155 -4.39297
H 0.84578 3.58158 -5.44006
H 1.06639 1.94516 -6.03113
H -0.49198 2.74662 -6.23455
H 0.74350 1.58956 -2.42569
H 1.16223 3.02616 -2.99533
C -2.34935 6.81926 -10.60624
O -2.67972 7.31454 -9.32100
C -3.51982 6.47655 -8.55075
C -2.78471 5.36409 -7.78719
C -2.37314 4.18881 -8.66796
N -1.59943 5.86955 -7.08648
H -3.17846 6.26179 -11.05084
H -1.45663 6.19073 -10.56801
H -2.12599 7.67538 -11.24248
H -3.98845 7.13610 -7.81478
H -4.32940 6.06884 -9.16965
H -3.48146 4.97777 -7.03583
H -1.51912 4.42772 -9.30135
H -2.08454 3.33819 -8.04995
H -3.19754 3.87057 -9.30926
H -1.89043 6.59116 -6.43118
H -1.03664 6.37517 -7.76689
```

Atom charges from the Löwdin analysis, given in e for atoms 1 to 5: -0.0684 -0.3145 -0.0724 -0.7323 0.8625

- What is the formula in the first record?
  C31H66As2BBrCoF2GeNOSeSi